1.
{"formula": "C5H8N", "method": "ωB97M-V/def2-TZVPD", "total_charge": 1, "max_force_ev_per_a": 6.2, "homo_energy_ev": -14.13, "symbols": ["C", "C", "C", "C", "N", "C", "H", "H", "H", "H", "H", "H", "H", "H"], "coordinates": [[-1.39818, -1.17823, -1.75409], [-0.87927, -0.00289, -1.30770], [0.04208, 0.96192, 0.00628], [1.45105, 0.68440, 0.03674], [0.51807, 0.17261, 1.09048], [0.41160, -0.26513, 2.27693], [-1.68285, -2.10658, -1.14955], [-2.00375, -1.14697, -2.69310], [-0.76375, 0.58576, -2.28505], [-0.47137, 1.93397, 0.10412], [1.99898, -0.14000, -0.44946], [2.13998, 1.48287, 0.57364], [-0.50877, -0.13449, 2.68758], [1.14617, -0.84724, 2.86316]], "mulliken_charge": [-0.519, -0.221, 0.025, -0.401, 0.017, -0.132, 0.252, 0.256, 0.227, 0.328, 0.308, 0.287, 0.304, 0.269]}

---

2.
{"formula": "C5H8N", "method": "ωB97M-V/def2-TZVPD", "total_charge": 1, "max_force_ev_per_a": 4.7, "homo_energy_ev": [-15.08, -15.08], "symbols": ["C", "C", "C", "C", "C", "N", "H", "H", "H", "H", "H", "H", "H", "H"], "coordinates": [[1.29364, 0.00750, 0.51231], [2.35095, -0.15236, 1.21674], [0.32656, -0.46562, -0.54605], [-0.41743, -1.81394, -0.21936], [-0.15802, 1.97297, -0.04520], [0.05132, 0.62478, 0.34293], [0.48789, -0.16028, -1.53571], [0.24053, -2.54736, 0.27769], [-0.96735, -2.29210, -1.18239], [-1.33179, -1.57494, 0.57115], [-0.07251, 2.10651, -1.17601], [-1.22061, 2.21663, 0.22000], [0.66151, 2.50730, 0.52553], [-1.24468, -0.42909, 1.03837]], "mulliken_charge": [0.375, -0.302, 0.115, -0.883, -0.737, -0.269, 0.462, 0.362, 0.333, 0.172, 0.300, 0.321, 0.309, 0.441]}